ORCA calculation (the ωB97M-V functional and the def2-TZVPD basis) on a 14-piece molecular cluster, C76H82F32O17S7 overall.

Output
HOMO (eV): -8.586
Lowest unoccupied orbital energy (eV): -1.4
M (g/mol): 2099.88

XYZ file:
```
214
C76H82F32O17S7, DFT the ωB97M-V functional and the def2-TZVPD basis
S -7.661 3.836 1.825
S 6.148 -5.857 9.601
S -9.332 -4.434 6.634
S 1.519 -1.644 -10.787
S 8.154 -10.842 2.769
S 3.228 -9.157 -4.700
S 0.459 3.355 4.470
F -0.285 13.754 -4.980
F 0.507 0.416 -3.356
F 1.692 0.875 -1.710
F -2.359 11.233 -4.148
F -5.192 -4.570 -14.111
F -7.129 -6.031 -15.588
F -2.067 -7.558 11.849
F -7.868 -4.003 -15.101
F -0.700 -9.000 12.665
F -6.208 -6.219 -13.044
F -2.112 11.854 -6.172
F -6.725 -5.751 -10.258
F 2.838 11.757 -5.586
F -4.839 -11.069 12.245
F -5.950 -4.447 -7.856
F 1.137 11.334 -7.026
F -7.755 -3.807 -10.009
F 0.058 -2.231 -2.449
F -3.205 -9.699 10.431
F 2.326 -1.925 1.536
F 0.013 -2.254 3.223
F -6.958 -8.765 13.506
F -5.352 -2.728 -8.942
F 3.433 9.254 -6.663
F -1.764 -11.053 11.047
F -4.976 -10.538 14.381
F -0.308 -4.170 2.079
F 1.472 8.579 -5.974
F -7.632 -10.727 12.908
F 1.979 -1.771 -2.913
F 2.279 -4.038 1.045
F -0.546 13.021 -3.090
O 7.428 -10.984 1.434
O -6.964 4.947 2.589
O 8.007 -1.405 -1.217
O -6.720 -4.109 -12.552
O -7.677 5.668 -7.953
O -4.224 -9.056 12.932
O 1.526 -1.823 -0.809
O 8.658 3.987 -2.381
O 5.200 -6.475 8.602
O 0.903 11.215 -4.756
O -6.651 10.252 -10.723
O 4.005 -9.237 -6.001
O -9.185 -5.409 7.797
O 1.517 6.037 11.095
O 4.402 1.333 11.389
O 0.487 2.980 2.967
O 0.319 -0.797 -10.487
C -6.569 -9.785 12.712
C -0.353 5.038 4.538
C 5.735 3.816 11.873
C 1.514 -2.935 1.301
C -5.139 -10.159 13.128
C 2.411 9.509 -5.850
C -1.467 11.692 -4.952
C 4.375 3.753 11.536
C -8.324 7.916 -8.478
C 8.663 -9.030 3.084
C -0.340 10.642 -4.952
C 2.265 2.433 11.054
C -3.797 6.228 -9.835
C 0.078 3.633 10.777
C 1.494 3.647 10.973
C -6.021 6.989 -9.150
C 8.744 1.679 -3.141
C -8.989 10.129 -9.106
C 8.533 2.185 -0.666
C 3.976 -7.611 -3.968
C -7.645 -3.900 6.247
C 7.361 -7.191 9.799
C 8.755 1.209 2.027
C -10.461 8.844 -7.736
C 3.612 4.924 11.359
C -9.622 -5.363 5.142
C 8.619 2.763 -2.055
C 9.144 0.981 -5.409
C -0.556 2.344 10.627
C 8.792 3.055 0.449
C -9.523 7.779 -7.822
C -2.866 -9.337 13.255
C 8.872 -0.373 -5.149
C -10.121 10.030 -8.337
C 8.388 0.821 -0.346
C 0.999 -1.417 -2.084
C 1.596 1.289 10.908
C -8.075 9.097 -9.199
C 6.398 5.060 12.017
C -1.075 13.012 -4.290
C 7.144 -4.845 8.483
C 3.737 2.366 11.348
C 9.201 1.939 -4.435
C 2.209 3.900 4.789
C 1.535 -8.553 -5.000
C -1.994 -9.756 10.938
C 1.606 -1.657 -12.636
C -6.315 -5.013 -13.629
C 8.442 0.310 -2.811
C -8.109 4.623 0.250
C -7.353 6.764 -8.496
C -5.609 -3.992 -9.034
C 0.682 -2.538 0.032
C -3.526 7.457 -10.417
C -6.790 9.278 -10.019
C 8.147 -0.170 -1.391
C -5.743 8.181 -9.816
C 8.565 0.334 0.971
C 1.792 10.950 -5.901
C 4.386 6.163 11.495
C 2.145 4.997 11.148
C 0.543 -3.251 2.460
C 8.881 2.568 1.764
C 5.685 6.235 12.049
C -1.870 -8.893 12.182
C 7.112 -11.220 4.200
C 3.100 -0.697 -10.699
C -7.449 -5.191 -14.670
C 0.228 1.211 10.690
C -4.514 8.421 -10.415
C -5.027 5.987 -9.208
C 8.575 -0.722 -3.825
C -6.555 -4.397 -10.205
C 0.709 0.147 -2.117
C -6.324 2.775 1.134
C -5.872 -3.942 -11.465
H -5.655 -2.874 -11.435
H -0.322 5.541 5.505
H 3.500 -6.995 -3.205
H -2.709 -8.817 14.200
H -2.749 -10.374 13.571
H 9.650 1.240 -6.328
H 2.876 9.411 -4.869
H -2.617 7.728 -10.933
H -0.477 10.033 -5.846
H 6.231 2.915 12.202
H -7.229 -3.769 7.246
H 3.534 -0.610 -9.704
H -9.754 6.782 -7.477
H -0.252 0.257 10.531
H -0.545 4.510 10.683
H 2.862 0.268 -11.146
H 6.539 -3.998 8.161
H -7.061 -4.661 5.731
H 8.892 -0.944 -6.065
H 4.970 -7.823 -3.572
H 7.374 -5.351 7.545
H -11.368 8.635 -7.189
H -0.142 0.407 -1.487
H 8.293 -6.799 10.205
H 8.866 -8.699 4.103
H 2.161 4.290 5.805
H -6.753 1.903 0.641
H -0.501 9.969 -4.110
H 1.015 -9.107 -5.781
H -5.608 2.355 1.840
H -7.343 5.380 0.085
H -4.679 -4.499 -9.290
H -10.809 10.859 -8.253
H -4.937 -4.442 -11.717
H 0.334 -3.441 -0.469
H -0.215 -1.967 0.271
H -8.724 11.096 -9.506
H 8.400 -1.772 -3.643
H 3.969 -6.843 -4.741
H 2.862 3.029 4.846
H 3.776 7.054 11.517
H 6.256 7.132 12.240
H -9.002 5.245 0.188
H 0.857 -8.487 -4.149
H 9.754 2.866 -4.474
H -1.574 2.302 10.269
H 1.042 -3.851 3.222
H 7.807 -8.493 2.676
H 8.873 0.825 3.030
H -8.273 3.869 -0.521
H 6.376 -10.418 4.155
H 2.594 -1.789 -13.077
H -5.702 3.328 0.430
H 7.603 -7.674 8.852
H 7.736 -11.169 5.092
H -8.228 -5.750 -14.150
H 8.877 4.119 0.285
H 0.030 5.751 3.808
H -1.274 -9.405 10.198
H -6.527 -9.412 11.689
H -9.523 -4.717 4.270
H 8.005 -4.589 9.101
H 2.073 0.330 11.046
H -5.181 4.960 -8.912
H 3.760 -1.230 -11.384
H -3.035 5.463 -9.855
H 1.240 -0.681 -12.957
H 2.378 4.599 3.970
H -4.272 9.293 -11.005
H 8.565 -0.706 1.261
H -1.390 4.771 4.332
H 1.618 -7.569 -5.460
H -2.017 13.560 -4.272
H 8.847 3.145 2.677
H -7.820 -2.946 5.749
H -10.653 -5.679 4.979
H 7.405 5.260 12.353
H 6.704 -12.207 3.979
H 6.992 -7.788 10.633
H -9.076 -6.287 4.954
H 0.986 -2.368 -13.183
H 9.415 -8.749 2.347
```